ORCA calculation (wB97M-V/def2-TZVPD) on C6H8O2 as an isolated structure.

For the HOMO-LUMO gap, the calculation gives 9.45 eV. The calculation puts the highest occupied orbital energy at -8.69 eV. The value obtained for the energy above the lowest of the compared OMol25 structures with the same formula, charge and spin is 571.4 kJ/mol.

```
16
Properties=species:S:1:pos:R:3:forces:R:3:lowdin_charge:R:1
C -2.1516 -0.3254 -0.0160 -1.21 2.81 -0.18 0.00
C -0.6451 0.2928 -0.0759 -2.59 -3.75 0.45 -0.58
C 0.1272 -0.6296 0.8912 3.54 2.96 -2.41 -0.20
C 0.4139 -0.2531 -1.0854 -0.93 1.31 2.96 -0.17
C 1.7137 0.4769 -0.4818 -0.61 0.10 -0.63 0.03
C 1.5337 0.0970 0.8098 1.27 0.69 1.23 -0.01
H -3.0797 0.4212 -0.5181 2.89 -2.30 1.05 0.15
H -2.4326 -0.3781 1.0807 0.34 0.27 -1.13 0.08
H -2.1754 -1.3606 -0.3552 -0.14 0.29 -0.43 0.06
H -1.5215 1.9889 0.2420 4.07 -1.46 -0.45 0.21
H -0.2659 -1.0218 1.7867 -0.19 -0.91 0.83 0.14
H -0.0847 -0.5283 -1.9665 0.83 0.29 -2.24 0.14
H 2.3553 1.2305 -1.0658 -0.75 -1.67 1.43 0.13
H 2.2154 0.1339 1.7003 -0.68 0.62 -1.15 0.11
O -0.5188 1.5593 0.1148 -5.38 7.25 1.30 0.01
O 0.3986 -1.3639 -0.2593 -0.47 -6.52 -0.62 -0.09
```
Forces are in eV/Å.

***

ORCA calculation (wB97M-V/def2-TZVPD) on C19H23Br5GeNO3V as an isolated structure.

As for the net charge: +2. For the HOMO-LUMO gap (alpha / beta), the calculation gives 5.28 / 5.41 eV. Its multiplicity is 3. The calculation puts the highest occupied orbital energy (alpha / beta) at -13.95 / -14.07 eV. The value obtained for the energy above the lowest of the compared OMol25 structures with the same formula, charge and spin is 280.3 kJ/mol.

```
53
Properties=species:S:1:pos:R:3:forces:R:3:lowdin_charge:R:1
V -3.0672 1.4769 1.2656 0.96 1.06 -0.32 0.87
O -6.9348 -2.2453 2.2329 1.05 2.68 0.11 0.09
C -6.3543 -0.9620 2.2105 -0.61 -2.91 0.39 -0.21
C -6.8484 0.1302 2.9350 -0.29 -0.87 0.52 0.05
C -6.1314 1.2873 2.9314 0.07 2.05 0.26 -0.06
N -5.0060 1.4610 2.2182 0.24 -1.55 -0.86 0.04
C -4.6270 0.3925 1.5809 1.34 0.15 -0.93 -0.31
Br -1.1756 -0.0508 0.9121 -0.92 0.47 0.37 0.18
C -5.1338 -0.8455 1.5381 -1.06 -1.24 -0.19 0.03
H -7.5913 -2.2852 2.9442 -0.08 -0.03 -0.18 0.12
H -7.6897 0.0004 3.6295 0.22 0.26 -0.59 0.15
H -6.4046 2.1881 3.4449 -0.55 -0.02 0.55 0.14
H -4.6204 -1.6811 1.0804 -0.25 0.03 -0.07 0.14
Br 1.3879 6.4595 0.5794 -0.75 -0.66 0.45 0.84
C -0.1531 5.4798 1.1148 0.97 -0.30 -1.42 -0.69
C -1.1232 6.1376 1.8444 -3.29 0.35 1.56 -0.69
Br -0.9211 7.9125 2.5170 -0.16 -1.09 -0.46 0.82
C -2.3250 5.4192 2.1389 -0.22 2.81 1.40 -0.57
Br -3.8498 6.1754 3.0096 0.92 -0.23 -0.16 0.86
C -2.5067 4.0868 1.7953 3.27 -1.36 -1.48 -0.35
O -3.0608 3.1025 2.3482 -1.06 0.92 0.53 -0.06
C -1.6187 3.5872 0.6839 -2.71 1.40 0.12 -0.40
O -2.2548 2.7816 -0.0881 -0.09 -2.26 0.87 -0.09
C -0.4208 4.1973 0.5697 3.87 0.59 0.19 -0.57
Br 1.1973 3.2338 0.1872 -0.79 -0.29 -0.75 0.75
C 0.9346 -6.1141 -1.9277 -2.31 -0.47 0.35 -0.09
C 0.9522 -4.7835 -1.1795 -3.72 -0.92 -0.27 -0.33
C 1.6947 -3.7035 -1.8248 -1.11 1.00 -2.16 -0.34
C 1.5720 -2.6324 -0.7927 -1.61 2.65 0.59 -0.38
Ge 1.9283 -0.7894 -1.4029 3.70 -2.31 1.11 1.26
C 3.5768 -1.1609 -2.5256 -0.11 1.73 -1.30 -0.31
C 4.7939 -0.6749 -1.7977 0.26 0.92 1.67 -0.29
C 4.9918 0.8918 -1.6869 -0.46 -1.34 1.75 -0.26
C 6.4516 1.3564 -1.8993 -0.93 -1.41 1.13 -0.08
H 1.9053 -6.3056 -2.3545 0.28 -0.40 -0.12 0.07
H 0.1424 -6.0909 -2.7480 1.21 0.01 0.85 0.10
H 0.5923 -6.9402 -1.2244 0.74 0.88 -0.96 0.10
H 1.3520 -4.8816 -0.1976 0.43 -0.44 0.93 0.10
H -0.1178 -4.3441 -0.9782 1.54 -1.30 -0.45 0.15
H 1.3970 -3.4685 -2.9494 0.26 -0.31 2.40 0.18
H 2.6899 -4.0433 -1.8482 1.63 -0.06 -0.37 0.10
H 2.3738 -2.7785 -0.0073 -0.82 0.78 -0.46 0.13
H 0.5541 -2.4132 -0.3029 1.34 -1.52 -0.41 0.05
H 2.4946 -0.1727 -0.1020 -0.73 1.08 -0.09 -0.01
H 3.4934 -0.7325 -3.5028 0.11 0.46 -0.67 0.07
H 3.6099 -2.2098 -2.7009 -0.60 -1.04 0.27 0.06
H 5.7134 -1.0351 -2.2347 0.09 -0.65 -0.74 0.12
H 4.8166 -1.1717 -0.7891 0.05 0.61 -0.52 0.12
H 4.6833 1.0730 -0.6118 0.42 0.49 -1.16 0.10
H 4.2443 1.3552 -2.3126 -0.04 0.45 -0.44 0.09
H 7.0296 0.8049 -1.1261 0.03 0.53 -0.58 0.09
H 6.5228 2.4045 -1.7214 0.21 0.76 0.13 0.06
H 6.8402 1.1207 -2.8753 0.06 -0.12 -0.40 0.07
```
Forces are in eV/Å.

***

ORCA calculation (wB97M-V/def2-TZVPD) on C3H10NO2 as an isolated structure.

As for the net charge: +1. For the HOMO-LUMO gap, the calculation gives 7.72 eV. The calculation puts the highest occupied orbital energy at -13.68 eV. The value obtained for the energy above the lowest of the compared OMol25 structures with the same formula, charge and spin is 528.4 kJ/mol.

```
16
Properties=species:S:1:pos:R:3:forces:R:3:lowdin_charge:R:1
C 1.4906 -0.6107 -0.0095 -1.38 0.05 1.00 -0.20
O 2.4354 0.2904 0.4558 0.04 0.40 0.21 -0.03
C 0.1579 0.2062 0.2326 -1.80 3.32 -0.55 -0.36
C -1.0724 -0.4979 -0.3166 1.01 -3.84 2.27 0.12
O -2.8031 0.1963 0.0047 0.54 -3.84 2.77 0.05
N 0.2211 1.5030 -0.4513 -0.04 0.11 0.63 0.04
H 1.5022 -0.7822 -1.0761 0.41 -0.26 -0.44 0.13
H 1.4786 -1.5373 0.5674 0.12 -0.18 -0.18 0.13
H 3.3396 0.0279 0.2872 0.22 -0.34 -0.17 0.12
H -0.0727 0.5087 1.3137 0.80 -0.98 -1.13 0.18
H -1.1810 -1.3339 0.4663 -0.40 0.55 -1.50 0.15
H -1.1567 -0.9095 -1.3036 -0.33 0.59 -0.60 0.13
H -2.2120 -0.0080 0.7885 -0.83 2.05 0.59 0.08
H 0.4678 1.4307 -1.4343 0.23 0.10 0.25 0.10
H 0.8428 2.1332 0.0592 -0.12 -0.26 -0.61 0.10
H -3.4383 -0.6169 0.4158 1.52 2.55 -2.54 0.25
```
Forces are in eV/Å.

***

ORCA calculation (wB97M-V/def2-TZVPD) on C15H16CoN4O6S2Se as an isolated structure.

As for the net charge: -1. For the HOMO-LUMO gap (alpha / beta), the calculation gives 7.82 / 6.56 eV. Its multiplicity is 5. The calculation puts the highest occupied orbital energy (alpha / beta) at -5.31 / -5.24 eV. The value obtained for the energy above the lowest of the compared OMol25 structures with the same formula, charge and spin is 33.2 kJ/mol.

```
45
Properties=species:S:1:pos:R:3:forces:R:3:lowdin_charge:R:1
Co -1.0183 -0.1881 -1.1151 0.18 -0.02 0.15 0.86
N -2.2258 -1.8827 -0.5137 -0.07 0.00 -0.08 -0.01
C -2.8221 -1.9602 0.8221 0.03 0.01 0.02 -0.21
C -3.5505 -0.6636 1.1416 0.06 -0.01 0.09 -0.10
C -2.5694 0.4750 1.3851 -0.13 0.17 -0.12 -0.62
O -2.8192 1.3613 2.1897 -0.05 -0.08 0.09 0.03
O -1.4627 0.4358 0.7135 0.10 -0.12 -0.05 -0.13
H -2.9363 -1.9298 -1.2402 0.00 0.00 0.01 0.08
H -1.5661 -2.6303 -0.6955 -0.01 -0.02 0.02 0.10
H -2.0112 -2.1157 1.5367 -0.03 -0.01 -0.01 0.12
H -3.5033 -2.8157 0.8918 0.00 0.05 0.00 0.11
H -4.1744 -0.7684 2.0291 0.02 -0.01 -0.01 0.12
H -4.2101 -0.3943 0.3110 0.00 0.02 0.00 0.09
O 4.0686 0.7548 0.7594 -0.11 0.02 0.01 0.04
C 3.9966 -0.5747 0.5882 -0.04 0.00 0.03 -0.27
C 5.1273 -1.3274 0.9097 -0.03 -0.01 -0.01 -0.03
C 5.1201 -2.7003 0.7657 0.04 -0.01 0.01 -0.10
C 3.9868 -3.3566 0.2990 -0.03 0.00 -0.02 -0.11
C 2.8635 -2.6148 -0.0162 0.00 0.01 0.01 -0.03
C 2.8421 -1.2281 0.1185 0.04 0.08 -0.02 -0.07
C 1.6035 -0.4946 -0.2534 0.06 0.00 -0.01 -0.40
O 0.5698 -1.1913 -0.5639 -0.05 -0.08 -0.03 -0.09
N 1.6510 0.8115 -0.2436 -0.07 0.06 0.10 0.04
N 0.4559 1.3911 -0.6582 0.19 0.06 0.17 -0.12
C 0.1690 2.5035 -0.1101 -0.07 -0.03 -0.11 -0.89
S 1.0855 3.2202 1.2090 0.01 0.02 0.03 0.93
C -0.3658 4.1231 1.8217 -0.04 -0.08 0.01 -0.52
C -1.0787 4.7036 0.6190 0.07 0.03 -0.05 -0.52
S -1.2807 3.3647 -0.5854 0.00 0.02 0.03 0.95
H 3.1885 1.1277 0.4867 0.07 -0.02 -0.11 0.05
H 6.0000 -0.8025 1.2730 0.02 0.02 0.01 0.11
H 6.0073 -3.2664 1.0212 0.02 -0.01 0.00 0.09
H 3.9828 -4.4314 0.1796 0.00 -0.03 0.01 0.09
H 1.9653 -3.0930 -0.3810 -0.02 -0.01 -0.01 0.11
H -0.0219 4.8952 2.5101 0.01 -0.01 -0.01 0.07
H -1.0159 3.4120 2.3375 0.05 0.05 -0.01 0.07
H -0.5086 5.5226 0.1763 -0.03 -0.02 0.02 0.07
H -2.0755 5.0539 0.8848 -0.02 -0.01 -0.01 0.08
Se -5.3297 -0.2230 -2.6785 0.05 0.01 0.00 0.44
C -3.7106 0.3891 -2.2386 -0.23 0.04 -0.01 -0.93
N -2.6579 0.7556 -1.8962 0.05 -0.10 -0.08 0.01
O -0.0443 0.1692 -3.0092 0.07 0.19 0.02 -0.07
C -0.4337 -0.9221 -3.4784 -0.06 -0.04 -0.04 -0.50
O -1.1692 -1.6789 -2.8095 -0.05 -0.17 -0.05 -0.08
H -0.1216 -1.2161 -4.4932 -0.01 0.02 0.03 0.13
```
Forces are in eV/Å.

***

ORCA calculation (wB97M-V/def2-TZVPD) on C6H10N as an isolated structure.

As for the net charge: +1. For the HOMO-LUMO gap (alpha / beta), the calculation gives 7.83 / 7.31 eV. The calculation puts the highest occupied orbital energy (alpha / beta) at -12.69 / -12.52 eV. The value obtained for the energy above the lowest of the compared OMol25 structures with the same formula, charge and spin is 319.6 kJ/mol.

```
17
Properties=species:S:1:pos:R:3:forces:R:3:lowdin_charge:R:1
C -1.2765 -1.7200 -1.3913 1.00 2.05 0.87 0.18
C 0.9022 1.2410 -0.6344 1.79 0.65 0.90 -0.10
C 0.5062 -0.9547 0.2275 2.08 -1.47 2.11 -0.09
C -0.2757 0.5395 -1.2181 -0.60 -0.53 0.11 0.01
C 0.5165 0.5054 0.6329 -1.92 0.05 -2.10 -0.15
C -0.0344 0.8574 1.9320 0.58 5.12 0.55 -0.03
N -0.4113 -0.8566 -0.8837 -0.14 0.72 -2.10 -0.12
H -1.9891 -1.3043 -2.0802 -0.03 0.07 -0.32 0.10
H -1.4369 -2.7179 -1.0459 0.53 -0.37 0.42 0.10
H 1.8841 0.9154 -0.9629 0.28 -0.35 -0.39 0.11
H 1.0450 2.3951 -0.6382 -1.39 -2.00 0.06 0.18
H 1.6026 -1.2671 -0.0132 -2.01 0.19 -0.15 0.18
H 0.1279 -1.6223 1.0373 0.19 0.43 -0.78 0.16
H -0.8469 0.9278 -2.0686 -0.28 -0.02 0.83 0.15
H 0.4391 0.2739 2.6239 0.98 -2.19 1.93 0.06
H -1.1044 0.8675 2.1437 -0.07 -0.37 -0.55 0.11
H 0.3516 1.9200 2.3394 -0.97 -1.97 -1.39 0.16
```
Forces are in eV/Å.

***

ORCA calculation (wB97M-V/def2-TZVPD) on C24H64N4O11PSn3 as an isolated structure.

As for the net charge: +3. For the HOMO-LUMO gap, the calculation gives 3.43 eV. The calculation puts the highest occupied orbital energy at -15.43 eV.

```
107
Properties=species:S:1:pos:R:3:forces:R:3:lowdin_charge:R:1
Sn 29.1943 -1.8530 1.5597 -2.85 -1.24 -2.10 1.53
Sn 25.5480 0.4761 2.8506 -1.12 -2.78 -1.61 1.55
Sn 27.7323 1.1468 -1.1094 -1.54 -1.76 -1.92 1.45
P 26.3024 -1.4351 -0.0400 -1.24 -1.08 -0.21 -0.10
O 25.4742 -2.3003 -0.9420 0.81 0.48 0.92 -0.27
O 27.7384 -1.2432 -0.6179 2.27 1.93 0.27 -0.68
O 26.5991 -1.9604 1.4152 1.71 0.48 1.15 -0.60
O 25.6336 -0.0465 0.1389 0.78 1.90 1.72 -0.61
C 22.5917 -2.2186 -4.0092 -0.23 -0.51 -0.01 -0.03
C 23.8973 -3.0030 -4.0663 0.34 1.21 0.57 -0.43
C 24.3299 -3.4194 -5.4421 0.12 -0.56 -0.46 -0.03
O 24.9086 -2.0415 -3.6211 0.17 -0.15 0.29 -0.14
H 22.7107 -1.2777 -4.5475 -0.05 -0.09 -0.22 0.07
H 22.3387 -1.9634 -2.9761 0.07 -0.08 0.05 0.06
H 21.7535 -2.7841 -4.4188 -0.01 0.09 -0.07 0.09
H 23.9174 -3.8146 -3.3338 -0.23 -0.18 -0.25 0.13
H 25.1733 -4.1147 -5.4584 0.12 0.13 0.42 0.07
H 24.6527 -2.5286 -5.9837 -0.28 -0.02 -0.19 0.09
H 23.5580 -3.9632 -5.9882 -0.21 0.35 -0.01 0.10
H 24.9704 -2.0992 -2.6529 0.09 -0.25 -0.23 0.02
C 21.3320 -2.9700 1.5419 0.20 -0.30 -0.09 -0.04
C 22.2350 -2.5769 0.3671 -1.85 -0.29 0.84 -0.48
C 22.2592 -1.0559 0.2522 1.67 -0.32 -0.99 -0.04
O 23.5127 -3.1468 0.6015 0.37 0.81 -0.23 -0.09
H 20.2785 -2.7152 1.4278 0.12 0.30 -0.32 0.10
H 21.6838 -2.4525 2.4389 -0.13 -0.22 0.20 0.07
H 21.3346 -4.0552 1.6550 0.25 0.03 0.29 0.09
H 21.7767 -3.0514 -0.5089 0.25 0.32 -0.26 0.14
H 22.9943 -0.6687 0.9743 -0.43 0.06 0.48 0.04
H 21.3045 -0.5437 0.3016 -0.06 -0.13 0.07 0.10
H 22.7783 -0.8295 -0.6902 -0.41 0.29 -0.17 0.06
H 24.1643 -2.6920 0.0068 -0.62 -0.86 0.18 0.02
C 31.3993 1.4103 -7.3015 -0.11 -0.40 0.56 -0.06
O 30.6778 1.4629 -6.0650 -0.25 0.35 -0.05 -0.23
C 29.4713 2.2187 -6.2213 0.93 -0.77 -0.64 -0.20
C 28.7191 2.1241 -4.9055 -0.46 -0.21 -0.12 -0.18
N 28.8043 0.7394 -4.3700 -0.42 1.06 0.38 -0.03
C 27.6691 -0.0913 -4.7717 -0.74 0.80 -0.17 -0.21
C 27.8079 -1.4708 -4.1908 0.80 -0.54 -0.22 -0.21
O 29.1602 -1.8704 -4.4119 0.27 0.02 -0.36 -0.18
C 29.2871 -3.2661 -4.5231 -0.37 -0.53 1.25 -0.10
H 30.7767 0.9909 -8.0959 -0.11 0.21 -0.06 0.09
H 32.2111 0.7072 -7.1368 0.23 0.26 -0.05 0.10
H 31.7464 2.4132 -7.5465 0.17 -0.09 -0.23 0.10
H 28.9598 1.7401 -7.0645 -0.54 0.18 0.16 0.13
H 29.7285 3.2332 -6.5350 -0.27 0.19 0.28 0.14
H 27.6612 2.3360 -5.0779 0.06 0.37 0.10 0.11
H 29.1356 2.8407 -4.1968 0.01 -0.06 0.04 0.11
H 29.6765 0.4243 -4.8082 0.03 -0.69 0.67 0.10
H 27.4550 -0.0602 -5.8490 0.87 -0.58 -0.24 0.14
H 26.7529 0.4203 -4.4604 0.07 -0.28 0.69 0.08
H 27.1115 -2.1838 -4.6318 -0.09 0.13 -0.12 0.11
H 27.6597 -1.5229 -3.1026 -0.34 0.37 0.06 0.09
H 30.3135 -3.6291 -4.5372 0.21 0.66 -0.80 0.10
H 28.6644 -3.6402 -5.3375 0.31 -0.12 -0.12 0.09
H 28.9625 -3.7448 -3.5782 -0.46 0.09 -0.18 0.07
C 24.6043 -2.6110 5.4997 2.16 0.24 1.11 -0.06
C 25.0701 -3.1904 4.1578 -3.05 -0.20 1.93 -0.38
C 24.5467 -4.6460 4.1450 -0.32 -0.71 -0.22 -0.21
O 25.2262 -5.2888 5.1878 0.38 0.06 -0.48 -0.20
C 25.1145 -6.7133 5.2067 0.55 0.13 0.29 -0.06
N 24.3724 -2.3316 3.1828 2.65 0.19 -2.30 0.06
H 25.0473 -3.2152 6.2935 -0.53 -0.11 0.15 0.09
H 23.5393 -2.4560 5.6454 -0.12 -0.45 -0.38 0.10
H 25.0750 -1.6305 5.6878 -0.06 0.14 -0.32 0.06
H 26.1477 -3.3298 4.0786 0.10 0.86 -0.32 0.14
H 24.7245 -5.1551 3.1854 0.24 0.19 -0.06 0.13
H 23.4655 -4.7500 4.3193 -0.08 0.59 -0.08 0.14
H 25.1029 -7.1717 4.2150 -0.26 0.25 -0.13 0.09
H 24.2510 -7.0108 5.7994 -0.05 -0.13 -0.11 0.10
H 26.0395 -7.0432 5.6758 -0.20 -0.21 0.24 0.10
H 24.9513 -2.4243 2.3395 -0.26 0.23 0.03 0.00
H 23.5345 -2.7648 2.7819 -0.47 0.43 0.64 0.06
C 27.0581 -6.6555 -0.4970 0.66 -0.64 -0.80 -0.04
C 27.5845 -5.5581 -1.4054 -0.33 1.40 1.42 -0.36
C 26.5848 -5.2222 -2.5684 1.10 -0.65 0.78 -0.20
O 26.5738 -6.3023 -3.4390 -0.59 0.19 -0.89 -0.16
C 27.5751 -6.3927 -4.4499 0.20 0.26 0.78 -0.05
N 27.7748 -4.3633 -0.5448 -0.89 1.58 0.81 0.07
H 27.8382 -6.9327 0.2123 -0.01 -0.52 -0.22 0.09
H 26.7690 -7.4394 -1.1999 0.28 -0.54 0.53 0.10
H 26.1682 -6.4598 0.1058 -0.09 0.73 -0.34 0.09
H 28.6104 -5.6666 -1.7681 -0.35 -1.01 -0.51 0.14
H 26.9493 -4.2559 -2.9384 -0.51 -0.09 -0.72 0.10
H 25.5619 -5.1826 -2.1945 0.09 0.45 0.28 0.13
H 28.4782 -6.7446 -3.9441 0.25 -0.17 -0.53 0.10
H 27.7807 -5.4295 -4.9240 -0.19 -0.06 0.09 0.06
H 27.2192 -7.0875 -5.2031 0.08 -0.16 0.12 0.10
H 27.6689 -3.4856 -1.0542 0.38 -0.28 -0.42 0.01
H 26.9788 -4.3137 0.0932 0.17 -0.17 0.13 0.06
C 24.7823 3.0428 -2.0936 -1.10 0.28 -1.57 -0.06
C 24.1534 1.8607 -2.8255 0.37 -0.60 0.95 -0.40
C 23.8735 2.0428 -4.2967 -1.15 0.22 -1.52 -0.19
O 22.7031 2.8063 -4.5090 0.35 0.31 0.22 -0.17
C 21.4688 2.1200 -4.4072 -0.67 0.80 0.61 -0.08
N 25.0189 0.6805 -2.6124 0.72 -1.11 0.78 0.07
H 25.6222 3.3588 -2.7224 0.61 -0.06 0.79 0.08
H 24.8909 2.7905 -1.0386 0.59 0.16 0.00 0.06
H 24.0803 3.8770 -2.1775 0.05 0.06 0.29 0.10
H 23.2093 1.6722 -2.3003 -0.17 -0.12 -0.36 0.14
H 23.7398 1.0876 -4.8229 0.10 -0.34 0.45 0.12
H 24.6115 2.5521 -4.9238 0.52 0.13 0.69 0.14
H 20.7827 2.7589 -3.8399 0.17 -0.01 0.13 0.09
H 21.5579 1.1953 -3.8313 -0.03 -0.25 -0.44 0.08
H 20.9698 2.0436 -5.3748 0.43 -0.61 -0.13 0.10
H 24.8454 -0.1132 -3.2506 0.39 0.56 -0.79 0.06
H 24.7488 0.1596 -1.7771 -0.01 0.79 0.43 0.03
```
Forces are in eV/Å.